Molecular formula: C14H26Cl10MgO4
Method: DFT, wB97M-V/def2-TZVPD

```
55
Properties=species:S:1:pos:R:3:forces:R:3
Mg 4.9318 -10.1993 4.3829 -0.86 -0.93 0.76
C 3.5384 -13.2015 3.0580 2.39 -0.70 -1.46
C 4.8367 -13.1876 3.8742 -2.80 2.62 1.22
O 5.2122 -14.2147 4.4450 0.78 -2.46 0.33
O 5.3770 -12.1294 4.2432 0.83 0.98 -0.68
H 2.5801 -13.3840 3.5443 0.44 0.18 0.25
H 3.7912 -13.9620 2.3192 -0.81 -0.54 -0.14
H 3.6667 -12.3055 2.4507 -0.75 0.38 0.34
C 1.9270 -8.4231 5.6209 -0.68 -1.09 -0.12
C 2.8974 -9.4969 5.2319 1.37 1.11 0.77
O 2.9678 -9.9136 4.0349 0.19 -0.01 -0.88
O 3.8551 -9.8175 6.0276 -0.07 0.26 -0.49
H 2.2082 -7.4897 5.1333 0.22 0.02 0.13
H 1.8596 -8.3309 6.7049 0.04 0.12 -0.18
H 0.9724 -8.7061 5.1773 -0.23 0.22 0.19
Cl 2.7907 -4.4433 2.7291 0.35 1.05 0.73
C 2.4441 -5.8593 1.8140 -0.76 -0.80 -1.21
C 3.6518 -6.4101 1.0669 -0.77 0.43 0.66
Cl 4.3634 -5.2296 -0.0470 0.13 -0.09 0.18
H 1.6448 -5.6446 1.1047 -0.05 0.09 0.13
H 2.0841 -6.6089 2.5187 -0.02 -0.19 -0.15
H 3.3152 -7.2388 0.4439 0.26 -0.21 0.32
H 4.3087 -6.6509 1.9026 0.77 -0.34 -0.66
Cl 1.6872 -9.2878 9.6824 0.72 -0.15 0.57
C 0.0828 -9.1992 8.9601 0.04 0.71 -0.26
C -1.0213 -9.3777 9.9783 -0.49 -0.81 0.27
Cl -2.5902 -9.1251 9.1539 0.06 0.22 0.01
H 0.1411 -9.8817 8.1122 -0.70 -0.17 0.27
H 0.0201 -8.1827 8.5716 -0.20 -0.04 -0.13
H -0.9388 -8.7183 10.8423 0.08 0.39 -0.42
H -1.1262 -10.3678 10.4218 0.49 -0.14 -0.34
Cl -4.7009 -8.3485 5.8845 -1.05 -0.27 0.71
C -3.2652 -7.9611 5.0104 1.13 1.16 -0.08
C -2.1215 -7.4726 5.9637 -0.41 -1.44 -1.08
Cl -1.1150 -6.3597 5.0139 0.38 0.40 0.10
H -3.4380 -7.1115 4.3499 -0.43 -0.21 -0.06
H -3.0308 -8.8292 4.3942 0.45 0.15 0.18
H -1.4775 -8.3304 6.1574 -0.09 0.15 0.52
H -2.4891 -7.0167 6.8831 0.07 0.05 -0.29
Cl 3.6114 -4.5555 9.3469 -0.52 -0.34 -0.67
C 3.1451 -5.9982 8.3501 -0.01 0.26 0.50
C 4.3659 -6.8266 8.1237 -0.01 -0.75 0.44
Cl 5.2826 -6.0621 6.8145 0.55 -0.23 -0.38
H 2.7927 -5.7674 7.3447 -0.34 0.75 0.33
H 2.3611 -6.5273 8.8919 0.20 0.00 0.11
H 4.0664 -7.8325 7.8294 0.11 -0.01 -0.27
H 5.0021 -6.9272 9.0030 -0.03 0.21 -0.11
Cl -0.8819 -11.3526 0.8602 1.38 0.51 0.48
C 0.7631 -10.7534 1.4442 0.17 -0.26 -0.47
C 1.5640 -9.9853 0.3678 -1.04 -0.17 0.13
Cl 0.5516 -8.6621 -0.2479 0.06 0.40 -0.16
H 1.3243 -11.6408 1.7368 -0.10 -0.11 -0.13
H 0.6516 -10.1579 2.3503 -0.37 0.11 -0.27
H 1.8275 -10.6002 -0.4928 -0.06 -0.09 0.19
H 2.4556 -9.4992 0.7638 -0.01 -0.33 0.28
```
Positions in Å, forces in eV/Å.

Results
expectation value of S² = 0.7548
energy = -5651.7782 Eh
multiplicity = 2
charge = +1